1.
Molecular formula: C48H55AuF9N7P3Se
Method: DFT, wB97M-V/def2-TZVPD

As for the charge: +3. The energy relative to the best compared isomer or geometry (same formula, charge and spin) comes out at 2.130 eV. The largest force on an atom is 2.08 eV/Å. The electronic energy is -182437.0929 eV. Its orbital gap (alpha / beta) is 0.1811 / 0.1681 Eh. The value obtained for the HOMO energy (alpha / beta) is -0.599 / -0.598 hartree.

CARTESIAN COORDINATES (ANGSTROEM)
Au (-0.1597, 1.1057, -0.5112)
Se (-4.0254, 1.8883, -4.3594)
P (2.1960, 0.7401, -0.7489)
P (-0.8031, 0.3227, 2.0415)
P (-2.6029, -1.4507, 0.1610)
F (3.6730, -5.0525, -3.4899)
F (4.8988, 6.7685, -1.6644)
F (3.5757, -3.9393, -5.3319)
F (5.4344, -4.0623, -4.2477)
F (2.9148, 7.1415, -2.4107)
F (5.3995, -1.3471, 4.8109)
F (3.7597, -0.0701, 5.3717)
F (4.4255, 6.3479, -3.7267)
F (5.7179, 0.7767, 5.0365)
N (0.6282, -2.0038, 2.4004)
N (-0.4261, -3.1669, 0.2080)
N (-3.1345, 1.9566, 0.4538)
N (-2.9218, 1.5313, -5.6203)
N (-2.1108, 2.3022, -0.4510)
N (-0.4252, 1.3837, -3.0614)
N (-2.7521, 1.7901, -3.1251)
C (2.1390, -5.5887, 1.0497)
C (4.6243, -1.8601, -2.7573)
C (-1.9245, 0.2994, 3.6156)
C (-3.5640, -3.6750, 1.6766)
C (0.6445, 1.1819, -3.7987)
C (3.7007, -2.7289, -3.3214)
C (0.6100, -3.7608, 0.7998)
C (2.5012, 4.7325, -1.1846)
C (-4.3425, 2.7976, 0.4489)
C (-2.3674, -1.3232, -1.6636)
C (4.1735, -0.8072, -1.9781)
C (2.0199, -3.9309, 2.8080)
C (-5.0441, 2.6852, -0.9156)
C (0.7195, 0.9917, 2.7952)
C (2.7655, 2.3475, -1.3742)
C (-2.3431, 1.7424, 3.8450)
C (-5.2734, 2.2681, 1.5357)
C (4.4388, 0.0661, 3.1705)
C (-1.1232, -0.2597, 4.7838)
C (3.9850, -1.0212, 2.4323)
C (3.5421, 4.8975, -2.0907)
C (3.7492, 1.5713, 1.4459)
C (0.6477, 1.0402, -5.1941)
C (-0.3251, -1.4139, 1.7584)
C (4.2037, 3.8016, -2.6275)
C (-3.6595, -3.0713, 0.2819)
C (-3.1134, -0.5921, 3.3292)
C (3.8072, 2.5208, -2.2791)
C (1.1942, -4.9340, 0.3020)
C (1.0831, -3.2074, 2.0523)
C (4.3609, 1.3576, 2.6679)
C (4.8741, -0.1440, 4.6022)
C (-0.9652, -2.0871, 0.6670)
C (3.3654, -0.8056, 1.2182)
C (-1.5920, 1.5227, -3.7181)
C (-1.6918, 1.3803, -5.1557)
C (3.9528, 6.3018, -2.4829)
C (1.8873, -1.4828, -2.3823)
C (-3.9533, 4.2470, 0.7392)
C (-5.0763, -2.5691, 0.0135)
C (2.1161, 3.4565, -0.8317)
C (2.8037, -0.6110, -1.8011)
C (3.2153, 0.4951, 0.7368)
C (-0.5283, 1.1123, -5.8965)
C (4.1230, -3.9471, -4.1133)
C (2.3339, -2.5456, -3.1410)
C (2.5347, -5.1007, 2.3112)
C (-3.1876, -4.0812, -0.7527)
H (4.8846, -0.1529, -1.4956)
H (1.6386, -3.2364, -3.5946)
H (0.4595, 1.8515, 3.4096)
H (-3.3137, 4.3040, 1.6180)
H (-1.7482, -2.1381, -2.0269)
H (-2.4298, 2.2335, -1.4430)
H (-4.8480, 4.8280, 0.9401)
H (-2.1075, -4.2350, -0.6919)
H (-5.4744, 1.2082, 1.4018)
H (-1.8675, 3.2774, -0.2734)
H (1.5754, 1.0985, -3.2560)
H (2.3123, -3.5390, 3.7707)
H (5.6820, -2.0083, -2.9162)
H (-5.9895, 3.2150, -0.8777)
H (-3.4597, -3.7999, -1.7661)
H (-4.0623, -4.6423, 1.6848)
H (-5.1526, -2.0329, -0.9309)
H (-0.3966, 0.4452, 5.1749)
H (4.1090, -2.0201, 2.8214)
H (-5.2435, 1.6420, -1.1562)
H (-2.7758, -1.6147, 3.1768)
H (0.8522, -5.3073, -0.6515)
H (0.8272, -1.3239, -2.2308)
H (-4.0643, -3.0618, 2.4192)
H (3.2671, -5.6485, 2.8840)
H (-4.4438, 3.1278, -1.7074)
H (2.0004, 5.5939, -0.7700)
H (1.3040, 3.3106, -0.1283)
H (-4.8570, 2.4288, 2.5248)
H (4.7588, 2.1839, 3.2369)
H (-2.7658, 2.1647, 2.9354)
H (4.3084, 1.6729, -2.7204)
H (-3.6684, -0.2500, 2.4587)
H (-0.6191, -1.1935, 4.5371)
H (-6.2216, 2.7940, 1.4901)
H (2.5870, -6.4923, 0.6710)
H (-2.5310, -3.8444, 1.9769)
H (-3.0955, 1.7724, 4.6312)
H (3.0075, -1.6430, 0.6345)
H (5.0228, 3.9482, -3.3159)
H (-3.6553, -5.0423, -0.5437)
H (-3.4472, 4.7165, -0.1022)
H (-0.5841, 0.9906, -6.9665)
H (-1.8198, -0.4752, 5.5935)
H (1.4107, 1.3234, 2.0260)
H (1.1965, 0.2289, 3.4097)
H (-3.7932, -0.5877, 4.1793)
H (-3.3466, -1.3695, -2.1364)
H (-5.7560, -3.4157, -0.0446)
H (1.5854, 0.8693, -5.6953)
H (-1.5149, 2.3653, 4.1739)
H (-5.4237, -1.9227, 0.8191)
H (3.6665, 2.5745, 1.0556)
H (-1.9087, -0.3680, -1.9109)
H (-3.3735, 0.9702, 0.3340)

Atomic partial charges in e from the Löwdin method, atoms 1 to 5: number 1, Au, carries 0.797; number 2, Se, carries 1.279; number 3, P, carries 1.014; number 4, P, carries 1.111; number 5, P, carries 1.129



2.
Molecular formula: C48H55KN7O3S4Se
Method: DFT, wB97M-V/def2-TZVPD

As for the charge: -1. The energy relative to the best compared isomer or geometry (same formula, charge and spin) comes out at 0.144 eV. The largest force on an atom is 0.89 eV/Å. The electronic energy is -192248.3910 eV. Its orbital gap is 0.1482 Eh. The value obtained for the HOMO energy is -0.087 hartree.

CARTESIAN COORDINATES (ANGSTROEM)
Se (-5.0007, -0.6117, 2.0440)
K (0.2860, -0.2899, 0.3376)
S (3.3136, -0.0792, -1.5606)
S (-2.0517, -0.1054, -2.7302)
S (3.9760, -0.6723, 1.1279)
S (2.0948, 0.8469, 2.7469)
O (-0.1300, -3.0232, 0.9677)
O (-2.2175, 1.3679, -3.0258)
O (1.9208, 3.2488, -0.8333)
N (4.1331, 0.1991, -0.1342)
N (0.9171, 1.4192, 2.1389)
N (0.3708, 2.2141, -2.1135)
N (-2.3163, -0.3809, 0.8163)
N (1.8855, -0.2922, -1.6285)
N (2.7990, -0.5543, 2.1093)
N (-2.2812, -3.6531, 0.8498)
C (-4.6385, 0.3659, -1.8128)
C (-0.9150, -3.8345, -1.1913)
C (5.4621, 2.8598, 3.9312)
C (7.5633, 0.8296, 2.2307)
C (6.3232, -2.3910, -3.0273)
C (-3.6839, -0.7516, -2.2099)
C (5.6541, -1.3281, -2.4499)
C (0.8064, 3.2255, -1.3500)
C (-1.9414, -0.8798, -4.3562)
C (6.9549, -0.8893, 3.8062)
C (0.7577, 0.7649, 5.0644)
C (4.1079, -5.0429, 0.0377)
C (5.2767, -4.2865, 0.0266)
C (3.9791, 1.3280, -2.4554)
C (4.7567, 3.4755, -3.9977)
C (-1.5240, -2.9649, -5.6863)
C (5.5192, -0.3726, 1.9655)
C (4.6751, 3.7586, 1.8423)
C (0.4546, 0.3449, 6.3515)
C (5.0293, 3.4636, -2.6383)
C (3.5105, 1.9559, 2.8905)
C (-5.3246, 1.0158, -3.0072)
C (4.2420, -3.5859, -3.2598)
C (-1.7981, -2.3939, -4.3032)
C (7.8408, 0.0919, 3.3732)
C (4.4178, 1.9481, 3.9393)
C (1.2460, -0.6067, 6.9751)
C (5.2429, -2.9562, 0.3855)
C (5.5934, 3.7600, 2.8813)
C (4.6368, 2.3869, -1.8570)
C (5.6149, -3.5219, -3.4295)
C (6.3995, 0.5957, 1.5140)
C (-3.3580, -0.4452, 1.3239)
C (4.0268, -2.4030, 0.7786)
C (1.8576, 0.2248, 4.4174)
C (2.6433, -0.7417, 5.0248)
C (4.2781, -1.4111, -2.2857)
C (3.5558, -2.5207, -2.6874)
C (3.6180, 2.8596, 1.8424)
C (4.0794, 2.4145, -4.5838)
C (2.8573, -3.1356, 0.7989)
C (3.6818, 1.3373, -3.8105)
C (2.3372, -1.1529, 6.3121)
C (2.9083, -4.4674, 0.4079)
C (5.7881, -1.1244, 3.1039)
C (0.4214, -3.7008, -1.8553)
C (-0.1575, 4.3825, -1.2021)
C (-1.0514, -3.4618, 0.2900)
H (-3.4666, -1.3894, -1.3554)
H (-2.4739, -3.1035, 1.6752)
H (0.1714, 5.0200, -0.3867)
H (-0.9740, -2.6846, -3.6311)
H (-4.0954, 1.1147, -1.2341)
H (8.2514, 1.5933, 1.8949)
H (5.0983, -1.8981, 3.4146)
H (1.0874, -4.5000, -1.5216)
H (5.5317, 4.3041, -2.1781)
H (6.2114, -4.7307, -0.2886)
H (0.8640, -2.7452, -1.5755)
H (4.8021, 2.3818, -0.7917)
H (1.0017, -0.9401, 7.9747)
H (6.4087, 4.4714, 2.8815)
H (-1.6712, -3.1986, -1.6828)
H (0.1403, 1.4753, 4.5335)
H (2.9390, -1.9142, 6.7904)
H (1.9843, -5.0249, 0.3753)
H (3.1325, 0.5118, -4.2454)
H (-0.4122, 0.7482, 6.8567)
H (7.1771, -1.4728, 4.6899)
H (4.1382, -6.0799, -0.2675)
H (-4.0951, -1.3548, -3.0196)
H (-5.3770, -0.0637, -1.1330)
H (6.1593, 1.1557, 0.6240)
H (2.8771, 2.8662, 1.0496)
H (-4.5931, 1.4829, -3.6644)
H (3.4657, -1.1839, 4.4846)
H (6.1418, -4.3513, -3.8830)
H (-5.8866, 0.2746, -3.5817)
H (6.1731, 2.8663, 4.7463)
H (-1.0523, -0.4208, -4.7939)
H (-0.1749, 4.9597, -2.1274)
H (3.6848, -4.4586, -3.5731)
H (-2.8165, -0.5401, -4.9177)
H (4.7625, 4.4693, 1.0311)
H (-6.0271, 1.7820, -2.6774)
H (4.3141, 1.2482, 4.7577)
H (-1.3084, -4.8550, -1.2869)
H (-2.7114, -2.8413, -3.9028)
H (6.1866, -0.4402, -2.1315)
H (6.1402, -2.3530, 0.3530)
H (-1.1661, 4.0217, -1.0097)
H (-1.4144, -4.0468, -5.6329)
H (1.9061, -2.7109, 1.0674)
H (2.4787, -2.5554, -2.5602)
H (-0.5966, 2.1661, -2.4270)
H (-3.0626, -3.7383, 0.2197)
H (7.3946, -2.3408, -3.1707)
H (8.7510, 0.2768, 3.9271)
H (3.8514, 2.4299, -5.6412)
H (-2.3279, -2.7323, -6.3893)
H (-0.5948, -2.5593, -6.0891)
H (0.8984, 1.3498, -2.1040)
H (5.0586, 4.3213, -4.6009)

Atomic partial charges in e from the Löwdin method, atoms 1 to 5: number 1, Se, carries 0.334; number 2, K, carries 0.601; number 3, S, carries 0.740; number 4, S, carries 0.930; number 5, S, carries 0.863



Q: What is the electronic energy in the second record?
A: -192248.3910 eV